Below is a cluster of 6 separate species, C52H61I2N6O14P in total, with properties calculated with ωB97M-V/def2-TZVPD.

Its SMILES is CCN(CCP(I)(CCCCCCOC)(COc1ccccc1)CC(=O)I)C(C)=O.O=[N+]([O-])c1ccccc1.O=[N+]([O-])c1ccccc1.O=[N+]([O-])c1ccccc1.O=[N+]([O-])c1ccccc1.O=[N+]([O-])c1ccccc1. The HOMO energy is -8.452 eV. Its gap between HOMO and LUMO is 7.5 eV. For the lowest unoccupied orbital energy, the calculation gives -0.03385 Ha. Its largest force on an atom is 0.186 hartree/bohr.

Last column: Mulliken charge in e.
Atoms and positions in Å:
C  -1.9289  -0.7951  1.3707  0.148
H  6.4235  5.3680  3.4794  0.434
C  9.1800  -3.3286  -6.5648  -0.341
H  0.9618  6.1134  2.7296  0.102
H  -1.8653  1.3756  -0.5659  -0.478
H  6.7179  -2.1158  -4.5113  0.378
O  6.9503  -4.5077  -7.6411  -0.577
N  -4.2267  -7.3706  0.7495  0.951
H  -9.5151  3.8122  0.2646  0.262
H  -3.5920  1.8402  -4.7564  0.399
H  2.7561  -2.5441  -2.8139  0.408
H  -4.6788  -1.4242  -1.4131  0.410
H  3.0998  8.1139  3.9722  0.403
H  -2.3594  4.4980  -0.5462  0.274
H  5.9119  7.5165  7.1613  0.366
O  -4.0427  -8.5411  1.1152  -0.580
C  3.6147  0.7036  -2.2647  -0.112
C  1.5614  -1.9963  4.5455  -0.702
H  -4.7479  -4.9834  -0.4393  0.508
H  -2.5639  -4.0035  0.1282  0.377
N  4.2742  6.4255  2.1963  0.903
H  -7.9925  1.3351  4.1525  0.274
C  -2.0794  -3.1722  0.8348  -0.360
H  -0.8589  3.3739  0.9844  0.045
H  -0.7522  5.2615  2.4599  0.160
O  3.9221  2.8890  -1.5456  -0.610
H  -2.8347  -4.7449  2.3335  0.221
C  1.3887  -4.3919  4.2316  -0.360
H  11.2732  -2.8440  -6.3791  0.368
H  9.3421  -3.9767  -7.4233  0.427
H  -2.9257  1.3618  1.5970  0.134
H  1.8084  4.5268  -0.5808  0.243
N  6.7394  -3.7638  -6.6716  0.937
C  -6.5873  0.9723  2.1157  -0.336
O  3.2779  7.0280  1.7717  -0.552
H  10.9430  -1.3569  -4.4220  0.368
C  -5.2120  -8.2556  -1.3488  -0.417
P  -3.5233  0.6831  -2.4916  -0.045
C  -1.3477  4.2277  -1.1189  -0.720
C  7.7075  -2.2848  -4.9305  -0.031
O  0.9045  3.9530  2.8318  -0.425
I  -6.3445  -1.5840  -4.3779  0.079
H  4.3640  -2.2330  -4.6763  0.451
C  -4.8339  -7.1538  -0.5692  0.060
H  -0.9190  -3.2083  0.6114  0.349
H  2.0221  2.8597  1.3784  0.123
H  -6.4985  -6.5819  -4.0192  0.372
C  -2.3805  -3.6493  2.3794  -0.753
C  5.5721  7.2861  6.1531  -0.357
O  -4.1789  -0.3712  -6.2008  -0.474
N  3.3505  1.8088  -1.3355  1.022
H  2.2701  -0.6834  -1.2631  0.649
O  3.1573  -4.8900  7.9386  -0.585
H  5.4819  -0.0446  -5.0109  0.545
C  1.7687  3.9958  1.6374  0.558
C  -2.5342  1.8853  -1.3867  0.373
O  -3.9368  -6.3714  1.4230  -0.634
C  -4.8086  -0.1245  -5.0182  0.157
H  -6.0423  0.6358  -2.1981  0.487
H  -1.3745  -3.7414  2.9959  0.098
O  -0.6017  -0.7848  1.5355  -0.474
H  -9.8134  3.1538  3.0124  0.279
H  8.6728  -1.0050  -3.4876  0.405
C  4.4271  7.9049  5.6483  -0.534
C  5.8574  6.0805  4.0755  -0.292
C  -1.6028  2.9686  -2.1902  -0.420
C  -5.8113  -8.0429  -2.5918  -0.392
C  -8.9371  2.6794  2.3657  -0.409
H  -0.0662  5.4175  4.2143  0.240
H  -5.2782  2.3537  -1.8046  0.529
H  -5.3400  1.8939  -3.9655  0.448
N  2.9733  -3.7195  7.5729  0.961
C  4.7801  -0.1751  -4.1900  -0.591
H  5.0141  1.8401  -3.4840  0.463
C  -7.4964  2.4083  -0.1149  -0.211
C  10.0875  -1.8559  -4.8740  -0.385
C  2.1590  -2.1964  5.7915  -0.319
C  -3.6396  -1.1488  -1.8748  -0.933
H  -2.1776  0.6918  3.2057  0.322
H  0.7015  -2.9309  2.8042  0.645
H  -6.1144  -8.8915  -3.2014  0.372
H  -0.5051  2.5720  -2.4394  0.249
C  8.8098  -1.6554  -4.3487  -0.533
H  -5.8065  -4.6372  -2.6446  0.355
C  2.3661  -3.5027  6.2542  -0.030
C  7.8968  -3.1171  -6.0417  -0.033
C  3.9922  7.6209  4.3522  -0.250
H  -1.4912  -0.7427  -0.9175  0.218
H  0.1909  2.5675  -0.3715  -0.071
C  -2.3439  -1.5535  -0.9371  -0.236
H  -3.3414  2.5266  -0.7845  0.094
H  2.8104  4.5226  1.8115  -0.437
I  -1.5681  0.0760  -3.8741  0.010
C  3.2459  -1.5828  -2.9523  -0.817
C  -2.7646  0.3813  2.2154  -0.379
C  4.5144  0.8872  -3.3238  -0.328
C  1.0093  4.5912  0.2853  -0.563
C  -7.8481  1.6155  3.0067  -0.448
H  1.0856  -5.2404  3.6220  0.403
H  3.8758  8.6119  6.2642  0.363
H  0.6980  5.7159  0.3751  0.350
O  4.9280  5.6007  1.5405  -0.565
C  0.2567  5.2499  3.0907  -0.377
C  2.9743  -0.5286  -2.0779  -0.195
C  1.9880  -4.6045  5.4746  -0.245
H  -3.7483  -0.1389  2.5771  -0.138
C  -4.3926  1.2296  -4.1476  -0.283
C  -5.6386  -5.6474  -2.2779  -0.417
C  6.2843  6.3746  5.3719  -0.500
H  -1.8356  -2.5438  -1.3586  0.408
H  -5.8932  0.2307  2.6969  0.193
O  -5.2161  0.8140  -0.1840  0.059
O  3.2632  -2.7203  8.2464  -0.583
H  -0.8963  5.1333  -1.7064  0.371
H  2.1482  -5.6239  5.8189  0.423
H  2.4521  -1.3323  6.3841  0.429
H  -5.0518  -9.2750  -1.0045  0.430
O  5.6179  -3.5257  -6.2010  -0.600
N  -2.7073  -1.8075  0.5299  0.242
C  -5.1641  1.1825  -1.6057  -1.653
H  -3.5357  -1.8094  -2.8637  0.434
C  -6.0257  -6.7427  -3.0518  -0.435
C  1.1743  -3.0917  3.7716  -0.600
C  -0.2693  3.6054  -0.0025  0.241
C  4.1494  -1.4059  -4.0016  -0.329
C  4.7134  6.7113  3.5674  0.182
C  10.2741  -2.6915  -5.9763  -0.443
C  -8.7574  3.0510  0.7735  -0.408
O  2.5748  1.5974  -0.3924  -0.558
C  -6.3753  1.3907  0.5102  0.552
H  -3.1534  -2.9451  2.9473  0.231
H  7.1748  5.8953  5.7729  0.361
C  -5.0410  -5.8475  -1.0319  -0.250
H  -7.4414  2.7460  -1.2338  0.187
H  1.3935  -0.9861  4.1788  0.536
H  -2.1034  3.3452  -3.1908  0.301